1.
{"formula": "C76H204N8O44", "method": "wB97M-V/def2-TZVPD", "lumo_energy_ev": -0.07, "de_lowest_kcal_mol": 18.09, "total_charge": 0, "homo_lumo_gap_ev": 8.0765, "homo_energy_ha": -0.2994, "spin_multiplicity": 1, "symbols": ["C", "H", "C", "H", "O", "H", "H", "C", "H", "H", "C", "H", "C", "H", "H", "H", "H", "H", "N", "H", "H", "H", "C", "H", "H", "H", "H", "N", "H", "H", "H", "H", "H", "H", "O", "O", "H", "H", "H", "H", "H", "H", "C", "H", "C", "H", "C", "H", "H", "H", "H", "H", "C", "C", "C", "N", "H", "N", "H", "C", "H", "H", "H", "H", "H", "H", "C", "H", "O", "C", "C", "H", "C", "C", "C", "O", "C", "H", "C", "H", "C", "H", "H", "C", "H", "H", "H", "H", "C", "O", "N", "H", "H", "H", "H", "N", "O", "C", "H", "H", "C", "H", "H", "O", "H", "O", "H", "H", "H", "O", "H", "H", "H", "H", "H", "H", "H", "C", "H", "H", "N", "H", "H", "C", "H", "H", "H", "C", "O", "C", "H", "H", "C", "O", "C", "H", "C", "H", "C", "O", "H", "H", "H", "H", "H", "H", "H", "O", "O", "H", "H", "O", "O", "H", "C", "H", "H", "H", "H", "H", "H", "H", "C", "H", "H", "H", "H", "H", "C", "H", "H", "O", "H", "O", "O", "H", "C", "C", "H", "H", "H", "C", "H", "H", "H", "H", "C", "C", "H", "O", "H", "O", "O", "O", "O", "C", "H", "H", "C", "H", "C", "H", "C", "H", "H", "H", "H", "O", "H", "H", "H", "H", "H", "O", "H", "C", "H", "H", "H", "C", "H", "C", "H", "O", "N", "H", "O", "O", "O", "C", "H", "H", "H", "C", "H", "H", "H", "H", "H", "H", "C", "H", "H", "O", "H", "H", "H", "H", "H", "H", "O", "H", "H", "H", "H", "C", "H", "C", "O", "H", "H", "H", "H", "O", "O", "H", "C", "C", "H", "H", "C", "H", "C", "C", "C", "H", "C", "H", "H", "H", "H", "C", "C", "O", "O", "H", "H", "C", "C", "H", "H", "H", "H", "H", "H", "C", "H", "H", "C", "H", "C", "H", "O", "C", "H", "H", "O", "H", "C", "C", "H", "H", "O", "O", "C", "C", "H", "H", "H", "C", "H", "H", "H", "H", "O", "O", "H", "H", "H", "C", "C", "H"], "xyz": [[-1.42, -2.47, 0.19], [2.46, 2.03, -3.75], [0.18, 4.66, -4.94], [-4.35, -10.11, 1.92], [-0.26, -0.94, 6.01], [6.26, 7.90, 1.92], [-2.72, -4.00, 4.12], [9.30, -1.00, -3.33], [3.81, -1.64, 4.96], [-5.85, -1.01, 3.40], [-0.64, 5.17, -7.07], [9.03, 1.22, -3.61], [-0.41, 2.20, 1.83], [-5.89, 2.79, 2.64], [-2.12, 2.64, -4.83], [-3.58, 7.29, -8.89], [8.79, -0.04, -5.80], [3.09, 1.37, -0.39], [-0.76, 5.53, -5.66], [-9.15, 2.20, -0.42], [6.10, 5.56, 3.20], [-3.68, -0.54, 5.09], [1.82, -1.19, 1.46], [-4.07, -8.99, -4.72], [-9.28, 0.78, 1.66], [-4.18, -3.24, 2.18], [-0.39, 6.46, -5.56], [3.01, 8.31, 0.78], [4.70, 0.60, -2.01], [-1.85, 1.37, -1.84], [-6.38, 4.47, 2.63], [-1.79, -1.58, -4.06], [2.55, -4.43, 3.82], [-0.53, -5.92, -0.48], [3.06, -5.32, 2.32], [3.54, -2.43, -1.04], [-3.25, -9.76, 0.56], [1.39, -0.33, 5.29], [-4.19, -4.29, 5.07], [-4.83, 6.37, -8.14], [-1.03, -3.01, -0.68], [-0.82, -5.49, 3.86], [9.29, -1.00, -5.68], [4.70, -2.82, 0.52], [0.31, -4.47, 5.13], [0.89, -5.62, -4.04], [-9.87, -1.19, 1.31], [8.53, 1.17, 1.21], [3.77, -5.93, 0.54], [-9.42, -3.65, -0.59], [-5.17, -0.02, 0.91], [-0.77, 4.10, -7.26], [3.35, 8.26, -0.70], [7.89, 9.81, 1.86], [-4.71, -0.73, 0.23], [7.23, 0.38, -2.90], [1.00, 6.10, -3.60], [-8.56, -1.78, 1.55], [4.41, 2.30, -2.18], [-4.94, -3.96, 2.49], [5.40, -1.21, 5.26], [-1.38, 5.67, -9.05], [-6.58, 0.27, 4.33], [-0.18, 3.64, -5.05], [-7.85, -3.55, 2.13], [-0.88, -1.28, 6.66], [1.56, -3.56, 5.17], [0.48, -1.17, -2.65], [-3.51, -1.19, 0.71], [-5.61, -7.42, -4.16], [8.09, 9.62, -0.48], [-4.25, 2.42, -1.87], [-4.72, -3.13, -3.84], [5.26, -2.55, 3.53], [4.75, -2.93, -0.56], [-4.85, -6.42, -3.55], [-0.34, 2.16, -0.51], [-5.40, -4.34, 1.57], [-3.31, -10.01, 1.62], [-3.42, -2.67, -0.62], [1.69, -6.67, 0.78], [-0.14, 2.75, 2.73], [4.36, 0.12, 7.60], [-0.98, 0.00, 5.16], [-4.27, 2.10, -6.03], [7.38, 9.55, 3.96], [-1.97, -7.84, -0.44], [-10.15, 1.34, -1.70], [-5.58, -1.23, 5.40], [-4.21, 4.11, -6.10], [-2.01, -6.66, 3.84], [-0.22, 1.04, -4.26], [-0.21, 0.73, 4.94], [-0.46, 5.30, -2.99], [1.73, -3.15, 6.16], [-0.48, -1.40, 0.64], [-2.88, 5.86, -7.64], [7.76, 1.12, 1.98], [-2.56, -6.09, 5.80], [6.81, -0.38, 1.12], [-1.81, 1.86, -0.87], [5.79, -2.01, -2.22], [-8.07, -1.48, 3.35], [7.18, -0.21, 1.99], [-0.15, -0.87, -0.15], [-7.38, -3.41, -0.52], [0.27, 1.28, -0.68], [-4.08, 2.16, 0.78], [2.47, 1.40, 1.35], [4.84, 6.36, -0.74], [-0.61, -3.92, 5.33], [4.58, -2.67, 2.69], [-10.85, 0.59, 0.80], [8.73, 9.12, 1.98], [-1.53, -3.23, 0.95], [-5.67, -3.31, 2.97], [-4.33, 4.10, -1.47], [0.92, -3.85, -2.79], [2.47, 5.33, -1.96], [-9.47, -3.61, 2.15], [-2.52, 3.12, -1.02], [1.59, -0.55, 7.68], [2.59, 0.61, -4.70], [0.47, 5.15, -3.54], [-4.02, 5.54, -9.42], [-0.55, -8.14, 3.73], [10.37, -0.82, -3.41], [-9.81, 0.26, 0.86], [-2.58, -1.42, 3.94], [4.82, 7.81, -0.92], [2.78, 7.58, -1.33], [-4.08, -6.87, -3.19], [-2.81, -7.31, -0.90], [4.38, 1.12, -3.84], [4.98, 1.47, -2.60], [1.12, -4.28, -1.81], [2.38, 0.92, 6.32], [6.01, 1.83, 0.85], [5.19, 6.09, 3.48], [-2.72, -8.94, 2.43], [3.23, -1.68, -0.53], [-3.28, 2.08, -3.62], [-3.66, -7.69, -0.34], [3.16, -6.16, 2.78], [6.74, 6.41, -1.65], [-5.53, -4.08, -1.16], [-1.50, -0.03, 3.03], [-5.82, -3.91, -4.17], [6.57, -2.50, 3.19], [0.38, 5.32, -7.40], [1.05, 7.93, 0.28], [-0.02, -4.96, 3.83], [0.45, -6.02, 1.08], [0.21, 8.57, 2.46], [-1.74, -0.50, -4.25], [3.24, 4.94, 0.95], [6.91, -2.86, -1.08], [7.03, 3.13, 1.50], [-2.76, -10.95, 1.73], [-1.36, -8.06, 5.35], [0.36, -0.60, -4.79], [-2.70, 3.90, -2.79], [3.95, 4.87, 1.78], [-8.32, 1.59, -1.81], [5.53, 8.32, -0.27], [9.15, -1.63, -2.45], [1.55, -2.80, 4.39], [-6.98, -4.84, -2.00], [1.63, 8.60, 0.91], [-5.96, -8.07, -3.35], [6.92, 2.12, -1.76], [-9.06, 0.21, -0.34], [0.09, 5.13, 2.65], [1.21, 6.74, 2.61], [3.70, -0.45, 8.01], [4.87, 4.39, 1.45], [-1.55, 6.01, -8.03], [6.13, 5.82, -0.97], [-2.39, -0.04, -3.51], [-5.71, 2.31, -0.02], [5.99, 9.97, 3.00], [2.90, 0.82, 0.53], [-5.63, -4.84, -4.05], [2.09, 0.77, 8.48], [1.41, -0.64, 2.30], [-1.95, -10.09, 4.00], [-3.85, 6.26, -8.62], [1.39, -4.65, -3.97], [-4.31, 3.91, -7.03], [4.55, -0.22, 3.69], [-3.86, -6.79, 4.89], [4.32, 6.14, 2.32], [-2.28, -0.28, -5.51], [6.26, -0.95, -0.58], [-4.37, -5.03, 3.23], [-4.78, -8.33, -5.21], [8.20, 10.85, 1.98], [1.31, 9.59, 0.58], [2.94, 1.05, -3.77], [5.12, -3.52, 4.02], [2.81, -5.60, 0.93], [3.26, 1.57, 6.31], [-3.52, -4.71, 4.32], [-5.03, -9.94, -6.23], [4.72, 8.12, 3.72], [6.83, 2.44, -3.37], [-5.39, -2.30, 5.33], [5.72, 2.06, 2.73], [-4.26, -7.64, -5.87], [9.05, 0.64, -2.02], [8.40, 10.59, -0.86], [-6.35, -6.94, -4.80], [1.55, 1.62, 6.33], [2.78, -4.97, -3.74], [-3.19, -0.59, -5.45], [5.62, 7.52, 3.80], [2.54, 0.45, -2.95], [-0.86, 6.64, 2.94], [-5.41, -1.17, -5.48], [-6.48, -0.81, 4.26], [-2.20, 3.83, -0.38], [-5.05, -1.63, -3.67], [-6.51, -5.27, -0.38], [2.64, -4.34, 4.77], [6.66, 7.96, 2.84], [3.28, -4.17, -3.89], [-2.74, -7.69, -2.25], [7.20, 9.72, 0.63], [-5.00, 3.93, 1.03], [6.03, -2.23, -1.18], [-2.22, 1.16, -0.14], [8.18, 1.33, 2.96], [-2.24, -8.51, -2.22], [-4.27, 2.90, -5.30], [-0.60, -1.46, 3.64], [1.21, -4.17, -4.93], [-0.16, -3.77, -2.95], [-10.52, -1.76, 0.65], [1.84, -7.42, 1.56], [3.22, 9.23, -1.19], [-2.77, -1.86, -0.28], [2.53, 3.66, -1.48], [-1.17, 7.02, -7.92], [-0.06, 2.87, 0.67], [0.06, 1.22, 1.96], [-6.99, 3.37, 1.45], [0.44, -5.37, 5.74], [7.39, 9.10, -1.13], [2.73, -1.70, 1.78], [1.11, 4.64, -1.05], [-4.76, -0.90, -4.83], [8.96, -1.66, -6.48], [-2.53, -5.53, 0.35], [3.58, 4.19, 2.54], [-4.46, -1.16, -2.89], [-6.08, 3.64, 1.99], [-2.67, -1.26, -1.18], [-2.46, -9.14, 3.82], [1.24, 4.11, -3.05], [5.15, 8.00, -1.94], [-2.62, -6.77, 3.04], [-6.07, -1.36, -3.40], [1.13, 4.58, -5.49], [-7.72, -1.50, 4.25], [-2.94, 4.12, -3.70], [6.77, -0.47, -1.24], [-2.49, -5.81, -0.70], [2.43, 0.15, 7.65], [-1.77, 0.48, 5.74], [0.06, 2.82, -1.28], [-0.25, -0.03, -4.08], [0.42, -5.78, 2.00], [1.22, 8.18, 2.32], [-0.06, 6.17, 2.36], [6.54, 1.66, -2.67], [6.65, -1.64, 2.77], [-4.75, 2.79, 0.19], [-6.14, -1.05, 6.32], [4.83, 5.67, 4.42], [1.87, 8.71, 3.02], [-10.38, -1.16, 2.28], [-6.56, -4.44, -1.08], [6.64, 2.14, 1.69], [0.15, -0.27, -2.70], [-4.47, -0.33, 5.59], [-5.25, 2.96, -4.83], [4.61, -3.95, -0.93], [-4.01, 3.13, -1.08], [1.86, 4.44, -1.82], [-3.98, -3.31, -4.62], [-8.16, -1.54, 0.66], [6.02, 4.85, -1.45], [-5.56, -1.37, 0.03], [-4.61, -0.15, -0.68], [3.80, 0.40, 1.00], [-8.59, -3.88, 0.07], [3.92, 0.25, 4.25], [9.02, 9.10, -0.26], [4.73, -1.42, 4.42], [2.61, -4.65, 0.43], [-1.49, -8.00, 4.27], [6.72, -0.08, -3.64], [8.80, -1.61, -4.51], [8.66, 0.38, -3.01], [6.64, 5.73, 0.00], [0.57, -2.79, 1.80], [2.16, -0.41, 0.31], [-3.15, -5.12, -1.22], [-9.19, 1.41, -1.18], [-2.99, -6.14, 4.80], [-4.19, -3.61, -3.02], [1.16, -2.64, 0.07], [1.53, -2.61, -2.76], [2.24, 0.10, 5.15], [0.73, -2.13, 0.94], [-1.37, -0.72, 3.86], [-1.49, 2.21, 1.93], [1.62, -7.15, -0.20], [10.35, -0.76, -5.80], [6.92, 9.40, 2.98], [-0.20, 5.99, 1.30], [-3.37, -9.05, 4.42], [3.19, 7.36, 1.08], [5.99, 7.64, 4.82], [-1.17, -5.55, -1.10], [-5.59, -9.20, -5.96], [-8.52, -4.96, 0.21], [2.34, -2.73, -2.26], [-2.79, -1.81, 3.09], [-3.08, 2.86, -4.36], [-8.68, -3.21, 1.51], [5.41, 1.16, 2.83]]}

2.
{"formula": "C76H78BrClFNO2S", "method": "wB97M-V/def2-TZVPD", "lumo_energy_ev": -0.31, "total_charge": 0, "homo_lumo_gap_ev": 8.0685, "homo_energy_ha": -0.3079, "spin_multiplicity": 1, "smiles": "COCc1cccc2c1N([C@H](C)F)c1c(cc(Cl)c(C[C@@H]3CO3)c1C[C@H](C)Br)S2.c1ccccc1.c1ccccc1.c1ccccc1.c1ccccc1.c1ccccc1.c1ccccc1.c1ccccc1.c1ccccc1.c1ccccc1", "symbols": ["H", "H", "H", "H", "H", "C", "H", "H", "C", "H", "H", "H", "C", "C", "H", "H", "H", "H", "H", "C", "C", "H", "C", "H", "C", "H", "C", "Br", "C", "C", "C", "H", "C", "C", "H", "C", "H", "C", "H", "H", "C", "H", "H", "C", "C", "H", "C", "C", "C", "H", "C", "C", "C", "H", "C", "C", "C", "H", "H", "C", "C", "H", "H", "C", "H", "C", "H", "C", "C", "H", "C", "C", "C", "C", "H", "C", "H", "C", "C", "H", "H", "H", "H", "C", "C", "H", "H", "C", "H", "H", "C", "C", "C", "C", "C", "C", "H", "H", "C", "O", "H", "H", "H", "H", "H", "C", "H", "C", "C", "C", "H", "C", "Cl", "H", "H", "H", "H", "H", "C", "H", "H", "C", "H", "C", "H", "C", "C", "H", "C", "H", "S", "H", "H", "C", "H", "C", "H", "C", "O", "C", "C", "H", "C", "C", "C", "H", "F", "H", "N", "C", "H", "H", "H", "H", "H", "C", "C", "C", "C", "C", "H"], "xyz": [[2.79, -4.16, -0.06], [-3.20, 6.68, 3.45], [-3.33, -6.58, -6.58], [0.96, 8.31, 5.58], [4.81, -2.65, -0.83], [-2.29, 7.04, 3.91], [0.50, 0.85, 1.84], [0.59, -4.47, 1.79], [-0.96, -2.04, -1.46], [-1.90, -2.45, -1.97], [-8.22, -0.52, -3.58], [9.02, -3.33, -1.19], [1.08, 4.38, 0.70], [-5.12, -2.83, -3.35], [-7.75, 0.34, -0.43], [-4.16, -1.18, -2.36], [-7.67, 2.64, 0.50], [-3.03, -4.28, -5.71], [-11.82, 0.99, -1.64], [-0.71, -7.36, -4.46], [2.45, -3.29, 0.59], [-11.73, 3.29, -0.72], [7.19, -0.63, -2.13], [-1.86, -2.59, -7.08], [0.87, 2.81, -3.21], [0.87, 6.02, 4.64], [-9.79, 0.52, -1.09], [3.42, 2.07, 2.64], [-8.58, 2.28, 0.03], [-2.49, 3.92, 13.04], [-1.70, -5.22, -9.22], [3.06, 0.99, 0.00], [-0.88, 2.16, 12.71], [-2.35, -6.17, -8.45], [-0.29, 1.34, 13.10], [-2.23, 8.33, 4.44], [3.36, -0.49, 2.65], [-7.35, -1.17, -3.52], [2.95, -3.15, 4.02], [0.92, 5.21, 1.47], [1.39, 3.23, 6.63], [9.29, -1.10, -2.23], [-3.10, 8.98, 4.37], [-7.40, -2.46, -4.04], [1.58, -0.73, -0.14], [-1.02, 9.79, 5.45], [1.65, 2.08, -2.02], [0.52, 0.20, -0.85], [-2.00, -3.59, -7.47], [0.80, 4.05, 6.23], [1.14, 0.15, 2.51], [9.10, -1.19, -7.84], [2.92, 1.14, 7.64], [5.06, -0.44, -1.88], [2.24, 2.51, 5.79], [0.05, 7.95, 5.11], [-0.74, -7.40, -3.07], [3.39, -2.79, 1.00], [1.64, 3.47, 1.10], [10.11, -2.15, -7.86], [3.01, 1.47, 6.30], [11.20, -3.62, -6.73], [-3.87, 5.07, -0.08], [-1.06, 8.78, 5.04], [0.66, 3.46, 8.63], [1.31, 2.90, 7.98], [10.67, -2.34, -8.78], [-10.86, 2.64, -0.66], [-2.95, 4.42, -0.25], [-6.33, -4.30, -4.35], [2.08, 1.85, 8.48], [-6.19, -0.71, -2.91], [0.12, -2.94, -0.76], [-3.07, 3.07, -1.06], [8.88, -0.63, -8.73], [-1.18, 6.21, 3.99], [3.52, 0.32, 8.04], [-5.07, -1.54, -2.83], [1.41, 6.19, -0.85], [7.30, 0.34, -2.59], [-1.50, 3.79, 9.79], [3.84, -0.66, 0.32], [9.92, -3.22, -4.64], [-0.80, 2.49, 11.36], [6.90, -3.13, -0.95], [0.71, -0.90, 2.46], [-1.21, -8.37, -6.28], [-2.65, -4.55, -6.70], [-2.26, -10.41, -2.66], [-0.17, 2.39, -3.43], [1.69, -4.01, 1.96], [-0.40, 2.49, -0.69], [-1.83, 2.16, -1.26], [10.41, -2.88, -6.71], [-9.69, 3.10, -0.05], [8.16, -2.69, -1.34], [2.03, 6.48, -1.78], [-0.33, -6.58, -2.49], [-1.52, -3.93, -8.73], [1.88, 4.89, -0.42], [-3.15, 4.48, 13.69], [-3.01, 5.06, 11.29], [6.78, -4.11, -0.49], [-1.22, 5.20, 3.59], [-1.33, -8.53, -1.33], [-1.55, 4.79, 0.29], [0.99, 0.52, 3.59], [8.39, -0.96, -6.67], [5.79, -2.31, -1.14], [-8.62, 0.99, -0.49], [2.30, 2.77, 4.73], [2.89, -0.03, 0.52], [-0.19, -4.75, -0.81], [-1.80, 2.61, 14.60], [-6.15, 0.29, -2.50], [-9.65, 4.11, 0.36], [-0.27, -6.50, -4.96], [2.01, 1.59, 9.54], [1.39, -2.30, -0.08], [3.67, 0.92, 5.64], [1.49, 2.62, -4.17], [1.99, -3.20, 3.42], [7.61, -0.21, -6.65], [8.31, -1.44, -1.93], [8.12, -1.52, -4.61], [8.68, -1.69, -5.52], [-0.71, -0.51, -1.46], [-1.33, -5.48, -10.21], [0.00, 6.66, 4.59], [-1.01, -3.18, -9.33], [-2.00, 0.57, -2.24], [-4.25, -3.47, -3.29], [-9.83, -0.48, -1.49], [-1.57, 3.53, 10.85], [0.90, 3.94, -3.04], [-0.31, 3.85, 0.08], [-2.19, -10.33, -5.13], [5.93, -1.07, -1.73], [2.62, -4.63, 2.96], [-1.30, -8.50, -2.42], [-2.41, 4.25, 11.69], [-2.48, -7.18, -8.83], [2.69, 0.26, 2.11], [-6.29, -3.29, -3.95], [-1.73, 2.87, 13.55], [-0.13, 1.93, 10.70], [2.38, 0.97, -2.62], [1.58, 7.01, -0.06], [0.80, 1.65, -0.86], [9.69, -2.65, -5.54], [-4.08, 2.74, -1.49], [2.46, 2.78, -1.60], [-8.31, -2.82, -4.51], [-1.41, 5.77, 0.88], [2.33, -2.29, 2.75], [-1.82, -9.55, -3.16], [-10.91, 1.35, -1.17], [-1.23, -8.41, -5.20], [-1.79, -9.51, -4.55], [-2.83, -5.84, -7.18], [0.31, 6.22, -1.16]]}